ORCA calculation (the ωB97M-V functional and the def2-TZVPD basis) on a structure of composition CHF3N2O3 in a non-equilibrium geometry.

Its relative energy (zero: lowest compared OMol25 entry of this formula, charge and spin) is 151.0 kJ/mol. For the total energy, the calculation gives -673.30420 a.u.

Each line ends with the Löwdin charge.
Positions of all 10 atoms, in Å:
F 1.9732 0.0052 0.6182  0.188
F 0.8549 -1.7361 0.4739  0.134
F 1.2081 -0.5212 -1.2681  0.214
O -1.6999 1.8870 0.0698  0.157
O -1.5224 -0.9259 -0.4663  0.008
O 0.4967 2.0358 0.1364  0.130
N -0.3135 0.1081 0.3448  0.175
N -0.5736 1.4820 0.1524  -0.388
C 0.9220 -0.4774 -0.0042  -0.738
H -1.3456 -1.8576 -0.0569  0.121